1.
ORCA calculation (ωB97M-V/def2-TZVPD) on 2 unconnected molecules or ions with the total composition C4H12OS.

The energy relative to the best compared isomer or geometry (same formula, charge and spin) comes out at 99.1 kJ/mol. The total energy is -17224.51734 eV. The value obtained for the highest occupied orbital energy is -0.3246 Ha. The calculation puts the LUMO energy at 0.035 hartree. The calculation puts the frontier orbital gap at 9.790 eV.

Geometry as ORCA input:
```
! wB97M-V def2-TZVPD RIJCOSX def2/J DEFGRID3
* xyz 0 1
C -1.7354 1.7622 0.5140
C -0.9574 2.1410 1.7662
S 0.8400 2.2447 1.5027
H -1.5366 2.4846 -0.2955
H -2.8181 1.7593 0.7249
H -1.4417 0.7568 0.1682
H -1.2391 3.1548 2.1102
H -1.1616 1.4357 2.5946
H 1.0111 0.9562 1.1380
C 1.0359 -0.8784 -1.7662
O 0.8806 -1.3672 -0.4488
C 0.9593 -2.7787 -0.4309
H 0.9670 0.2218 -1.7262
H 0.2450 -1.2562 -2.4357
H 2.0164 -1.1544 -2.1892
H 0.1651 -3.2378 -1.0434
H 1.9366 -3.1359 -0.7968
H 0.8328 -3.1086 0.6140
*
```

2.
ORCA calculation (ωB97M-V/def2-TZVPD) on a molecular structure, C22H43Cl3O5SiW at a distorted geometry.

The total energy is -81025.69243 eV. The value obtained for the highest occupied orbital energy (spin up / spin down) is 0.0205 / 0.0206 Ha. The calculation puts the LUMO energy (spin up / spin down) at 0.153 / 0.152 hartree. The calculation puts the frontier orbital gap (spin up / spin down) at 3.595 / 3.581 eV.

Geometry as ORCA input:
```
! wB97M-V def2-TZVPD RIJCOSX def2/J DEFGRID3
* xyz -2 3
C -1.0930 -2.6561 -0.4956
C 0.1851 -2.9812 -1.0705
C 0.5777 -1.9111 -1.9399
C 0.8385 -4.3279 -1.0023
C -0.4548 -0.8912 -1.8885
C -1.5057 -1.3775 -1.0278
C -2.9062 -0.8588 -1.0144
C -1.8786 -3.5201 0.4400
C 1.7614 -1.9385 -2.8562
C -0.5513 0.3323 -2.7458
W 0.3272 -1.1157 0.1238
Cl 2.1914 -2.2892 1.0668
Cl -0.6615 -1.1874 2.2952
Cl 1.8282 0.5996 -0.4651
H 0.5985 -4.8453 -0.0680
H 1.9266 -4.2677 -1.1009
H 0.4832 -4.9739 -1.8185
H 2.6418 -2.3697 -2.3554
H 2.0147 -0.9332 -3.2109
H 1.5627 -2.5530 -3.7493
H 0.4259 0.6321 -3.1498
H -0.9512 1.1544 -2.1422
H -1.2337 0.1689 -3.5979
H -2.8876 0.2273 -0.8451
H -3.4924 -1.3271 -0.2107
H -3.4191 -1.0889 -1.9680
H -1.2018 -4.0392 1.1312
H -2.4637 -4.2843 -0.0896
H -2.5832 -2.9160 1.0233
O -1.3502 1.3298 0.6714
H -1.7197 0.8551 1.4225
C -1.4188 3.0377 4.0916
C -1.3654 4.3710 3.3626
C -2.1910 4.3238 2.0871
C -1.9267 5.5149 4.2018
O 0.0176 4.7156 3.1066
Si 1.0431 3.7303 2.2529
O 0.4056 3.3800 0.8168
O 2.4315 4.6228 2.0843
C 2.6142 5.4260 0.8682
C 2.2120 4.5986 -0.3246
C 1.7921 6.7128 0.9576
C 4.1085 5.7345 0.8478
O 1.4598 2.4138 3.1417
C 2.5626 1.8968 3.9391
C 3.7540 1.4664 3.0913
C 3.0445 2.9296 4.9581
C 2.0328 0.6379 4.6222
H -2.3543 2.9502 4.6522
H -0.5874 2.9326 4.7975
H -1.3751 2.2129 3.3700
H -3.2472 4.1919 2.3598
H -2.0987 5.2776 1.5510
H -1.9013 3.4870 1.4366
H -1.3276 5.7063 5.0989
H -1.9591 6.4542 3.6262
H -2.9540 5.2698 4.5056
H 0.9871 3.8066 0.0823
H 1.9830 5.1973 -1.2074
H 2.8920 3.7528 -0.4772
H 1.9418 7.1976 1.9297
H 2.1111 7.4061 0.1666
H 0.7263 6.5149 0.8128
H 4.3607 6.3627 1.7174
H 4.7099 4.8129 0.8949
H 4.3931 6.2651 -0.0767
H 4.2629 2.3176 2.6182
H 4.4825 0.9887 3.7695
H 3.4572 0.7359 2.3287
H 2.2177 3.3436 5.5519
H 3.7414 2.4295 5.6455
H 3.5809 3.7564 4.4701
H 1.2234 0.8944 5.3147
H 1.6426 -0.0582 3.8657
H 2.8282 0.1325 5.1936
*
```

3.
ORCA calculation (ωB97M-V/def2-TZVPD) on 3 unconnected molecules or ions with the total composition C28H49BrF8N2O4P at a distorted geometry.

The energy relative to the best compared isomer or geometry (same formula, charge and spin) comes out at 0.0 kJ/mol. The total energy is -142072.04809 eV. The value obtained for the highest occupied orbital energy is -0.1958 Ha. The calculation puts the LUMO energy at 0.076 hartree. The calculation puts the frontier orbital gap at 7.392 eV.

Geometry as ORCA input:
```
! wB97M-V def2-TZVPD RIJCOSX def2/J DEFGRID3
* xyz -1 1
C -3.1404 0.8981 -5.5886
C -2.7478 -0.0872 -4.7834
C -1.3947 -0.7290 -4.8811
P -0.9782 -2.1163 -3.6488
F -0.6117 -3.2643 -2.4642
Br -1.4772 -0.4799 -1.8782
C -2.7482 -2.8395 -3.5631
O -3.6189 -2.3703 -2.5480
C -4.9557 -2.7467 -2.8016
C -5.7710 -2.4651 -1.5451
C -7.2311 -2.1452 -1.8634
C 0.8885 -1.7350 -3.6435
C 1.6718 -1.0779 -2.5181
C 1.5865 -1.7107 -1.1331
O 1.5180 0.3412 -2.5536
C 2.2793 1.0202 -1.6036
C 2.5564 2.4323 -2.0661
C 3.2699 3.2893 -1.2257
C 3.5250 4.6017 -1.6022
C 3.0667 5.0699 -2.8305
C 2.3711 4.2162 -3.6781
C 2.1162 2.9003 -3.3014
C -0.5677 -3.4278 -5.1269
F -0.0206 -4.5666 -4.5779
F 0.4018 -2.9181 -5.9611
C -1.5863 -4.0663 -6.1473
F -2.4621 -4.9151 -5.5720
F -0.8008 -4.8533 -6.9683
C -2.3268 -3.2009 -7.2088
F -2.9695 -4.0391 -8.0567
F -1.4526 -2.4738 -7.9243
F -3.2510 -2.3816 -6.6957
H -2.4279 1.4203 -6.2185
H -4.1832 1.1898 -5.6304
H -3.4606 -0.4229 -4.0376
H -0.6570 0.0439 -4.6378
H -1.1700 -0.9983 -5.9157
H -2.5930 -3.9074 -3.3736
H -3.2505 -2.7356 -4.5266
H -5.3390 -2.1581 -3.6486
H -4.9828 -3.8134 -3.0641
H -5.7408 -3.3290 -0.8780
H -5.2925 -1.6250 -1.0407
H -7.8218 -2.0811 -0.9469
H -7.6810 -2.9252 -2.4820
H -7.3269 -1.1890 -2.3800
H 1.3669 -2.7137 -3.7346
H 1.1619 -1.1989 -4.5545
H 2.7275 -1.2324 -2.8194
H 2.5068 -1.5331 -0.5671
H 0.7570 -1.3375 -0.5390
H 1.5046 -2.7913 -1.2529
H 1.7181 1.0848 -0.6611
H 3.2394 0.5167 -1.4262
H 3.6235 2.9131 -0.2719
H 4.0680 5.2553 -0.9302
H 3.2436 6.0972 -3.1223
H 2.0201 4.5781 -4.6359
H 1.5638 2.2214 -3.9366
C 0.7273 -0.1890 5.3401
C -0.0756 -0.8613 4.2320
C 0.7858 -1.4353 3.1011
O 1.3141 -0.4695 2.2188
C 2.4828 0.1904 2.6497
N -1.0831 0.0819 3.7394
H 1.0721 0.8023 5.0507
H 0.1070 -0.0613 6.2276
H 1.5985 -0.7840 5.6235
H -0.6091 -1.7096 4.6735
H 0.1516 -2.0721 2.4798
H 1.5925 -2.0677 3.4993
H 3.1260 -0.4756 3.2354
H 2.2578 1.0830 3.2413
H 3.0239 0.5046 1.7562
H -1.6997 -0.3917 3.0857
H -0.6056 0.7772 3.1721
C 2.9095 4.1733 9.4539
C 3.6134 3.1483 8.5704
C 3.0415 3.0510 7.1508
O 1.8120 2.3653 7.0521
C 0.6576 3.1192 7.3662
N 3.6239 1.8551 9.2590
H 1.9555 3.7974 9.8233
H 3.5252 4.4004 10.3238
H 2.7273 5.1047 8.9145
H 4.6542 3.4690 8.4600
H 3.7421 2.4710 6.5439
H 2.9602 4.0456 6.6908
H 0.7694 4.1644 7.0614
H 0.4207 3.0774 8.4326
H -0.1743 2.6797 6.8163
H 4.1972 1.1988 8.7376
H 2.6852 1.4687 9.2091
*
```

4.
ORCA calculation (ωB97M-V/def2-TZVPD) on 2 unconnected molecules or ions with the total composition C3H4NP at a distorted geometry.

The energy relative to the best compared isomer or geometry (same formula, charge and spin) comes out at 336.3 kJ/mol. The total energy is -13949.85759 eV. The value obtained for the highest occupied orbital energy is -0.3611 Ha. The calculation puts the LUMO energy at 0.015 hartree. The calculation puts the frontier orbital gap at 10.224 eV.

Geometry as ORCA input:
```
! wB97M-V def2-TZVPD RIJCOSX def2/J DEFGRID3
* xyz 0 1
N 0.4178 -0.8336 -0.1542
C -0.6795 -1.2281 -0.0455
P -2.1253 -2.2113 0.0219
H -2.3580 -1.0963 -0.6864
H -2.7783 -1.5979 1.3480
C 1.6371 2.2214 -0.4657
C 2.0946 1.1778 -0.0515
H 1.5720 3.2900 -0.4344
H 2.2195 0.2779 0.4678
*
```